w:
12
Properties=species:S:1:pos:R:3 method="wB97M-V/def2-TZVPD" multiplicity=1 mol_weight_g_mol=111.21 total_charge=-1 gap_ev=6.191
C -1.481 1.560 -0.571
O -2.550 2.012 -0.898
H -1.313 0.467 -0.572
H -1.708 2.233 3.179
H -0.534 2.098 -0.336
C 0.368 -1.964 -1.364
S 0.588 -1.507 0.404
S 1.284 0.432 0.793
H 0.395 -2.998 -1.722
H -0.645 -1.614 -1.610
H 1.084 -1.423 -1.991
H -1.013 2.352 3.412

x:
12
Properties=species:S:1:pos:R:3 method="wB97M-V/def2-TZVPD" multiplicity=1 mol_weight_g_mol=111.21 total_charge=-1 gap_ev=6.197
C 0.342 1.609 1.889
O 0.782 1.885 3.016
H -0.180 2.478 1.448
H -3.043 -1.775 2.391
H 0.554 0.628 1.400
C 0.752 -0.103 -2.650
S -0.349 -1.173 -1.540
S 0.996 -1.740 -0.001
H -0.020 0.519 -3.179
H 1.265 0.704 -1.958
H 1.578 -0.623 -3.337
H -2.675 -2.407 2.520

y:
12
Properties=species:S:1:pos:R:3 method="wB97M-V/def2-TZVPD" multiplicity=1 mol_weight_g_mol=111.21 total_charge=-1 gap_ev=5.650
C -2.433 -0.256 2.357
O -3.561 0.106 2.571
H -1.647 -0.119 3.109
H 2.479 0.902 -7.025
H -2.234 -0.712 1.382
C 0.792 -0.556 1.103
S 1.862 -0.076 -0.318
S 0.420 0.340 -1.826
H -0.156 -0.036 1.109
H 0.559 -1.615 0.959
H 1.326 -0.427 2.046
H 1.979 1.345 -7.299

y (0.0019 hartree below the next structure)

w:
41
Properties=species:S:1:pos:R:3 method="wB97M-V/def2-TZVPD" multiplicity=1 smiles="CN(C)CC(N)=O.O.O.O.O.O.O.O.O" mol_weight_g_mol=246.26 gap_ev=8.856
C 1.917 2.156 3.262
N 1.049 1.255 2.501
C -0.289 1.829 2.349
C 1.619 0.942 1.187
C 1.929 -0.539 1.224
N 1.173 -1.401 0.511
O 2.896 -0.943 1.861
H 2.919 1.687 3.345
H 2.041 3.162 2.812
H 1.541 2.225 4.284
H -0.698 2.072 3.322
H -0.921 1.105 1.863
H -0.315 2.731 1.715
H 2.529 1.522 0.991
H 0.968 1.202 0.343
H 1.330 -2.389 0.609
H 0.320 -1.097 0.057
H 4.191 0.580 -0.581
H 3.373 -0.487 -1.365
O 3.757 0.395 -1.457
H 2.394 1.184 -2.245
H 2.217 2.342 -3.230
O 1.742 1.591 -2.866
H -1.306 0.855 -2.964
H 0.064 1.706 -2.890
O -0.956 1.783 -2.941
H 5.607 0.421 1.199
H 4.109 0.259 1.567
O 4.727 0.794 1.062
H -4.504 -1.977 -1.772
H -5.029 -0.875 -2.707
O -4.362 -1.566 -2.669
H -1.450 -1.338 -3.762
H -2.696 -1.149 -2.843
O -1.714 -0.910 -2.943
H -4.812 -2.316 0.536
H -5.823 -3.107 -0.305
O -4.925 -2.767 -0.341
H -3.975 -2.120 2.559
H -4.282 -0.821 1.835
O -4.666 -1.693 2.041

x:
41
Properties=species:S:1:pos:R:3 method="wB97M-V/def2-TZVPD" multiplicity=1 smiles="NCCCNC=O.O.O.O.O.O.O.O.O" mol_weight_g_mol=246.26 gap_ev=9.604
O 0.476 1.184 -1.442
C 1.099 1.130 -0.332
N 1.465 -0.150 0.103
C 1.870 -0.372 1.479
C 1.153 0.226 2.751
C -0.339 -0.037 2.947
N -1.048 0.295 1.629
H 1.638 2.051 0.008
H 0.930 -0.918 -0.348
H 1.618 -1.424 1.684
H 3.036 -0.283 1.503
H 1.176 1.408 2.681
H 1.792 -0.269 3.458
H -0.908 0.648 3.651
H -0.469 -1.124 3.301
H -0.886 -0.510 1.068
H -2.038 0.334 1.847
H -4.007 -0.735 0.542
H -2.819 -1.543 0.164
O -3.265 -1.159 0.954
H -0.532 0.840 -2.960
H -1.374 1.970 -2.228
O -1.106 1.650 -3.133
H 0.651 -2.591 -2.229
H 1.978 -3.235 -1.796
O 1.079 -3.066 -1.538
H -0.370 2.208 2.216
H -0.442 3.663 2.153
O 0.061 2.955 1.798
H -0.056 -2.715 -0.086
H -0.961 -3.117 1.142
O -0.745 -2.430 0.469
H -1.674 -1.461 -2.041
H -0.267 -0.684 -1.838
O -0.774 -1.365 -2.400
H -1.851 2.265 0.964
H -1.318 2.231 -0.370
O -2.218 2.238 0.169
H 3.208 -1.168 -2.080
H 2.722 -0.004 -2.961
O 3.441 -0.323 -2.457

w (0.1196 hartree below the next structure)

w:
14
Properties=species:S:1:pos:R:3 method="wB97M-V/def2-TZVPD" multiplicity=1 smiles="CC(C)=S.O=NO" mol_weight_g_mol=121.16 gap_ev=8.785
C -1.848 0.445 -0.768
C 0.488 -0.707 -0.936
C -0.709 -0.291 -0.088
N 1.508 1.026 1.334
O 2.186 1.949 1.554
O 1.927 -0.169 1.913
S -0.875 -0.815 1.399
H -1.920 0.145 -1.768
H -1.543 1.408 -0.651
H -2.774 0.162 -0.227
H 1.481 -0.504 -0.499
H 0.430 -0.076 -1.934
H 0.425 -1.851 -1.149
H 1.225 -0.723 1.820

x:
14
Properties=species:S:1:pos:R:3 method="wB97M-V/def2-TZVPD" multiplicity=1 smiles="OCCC(=S)NO" mol_weight_g_mol=121.16 gap_ev=8.862
C -0.676 -1.222 -0.068
C 0.250 -0.536 0.881
C 1.193 0.321 0.102
H -1.692 -0.580 -1.613
H -1.297 -1.902 0.496
H -0.159 -1.800 -0.852
H -0.296 0.029 1.647
H 0.872 -1.245 1.409
H 1.384 2.257 -0.593
H -1.074 1.477 -0.315
N 0.743 1.551 -0.195
O -1.493 -0.252 -0.724
O -0.470 2.066 0.169
S 2.716 -0.164 -0.343

x (0.0842 hartree below the next structure)

w:
14
Properties=species:S:1:pos:R:3 method="wB97M-V/def2-TZVPD" multiplicity=1 mol_weight_g_mol=121.16 gap_ev=9.358
C -1.607 1.986 0.411
C -1.408 2.403 1.666
C 0.605 -1.989 -1.364
N -0.013 -0.495 0.834
O -2.003 1.613 -0.623
O 2.254 -0.202 -0.638
S 0.527 -0.294 -0.580
H -1.161 1.753 2.507
H 2.600 0.315 -1.439
H -1.672 3.327 2.068
H 0.423 -2.066 -2.397
H -0.193 -2.437 -0.817
H 1.425 -2.632 -1.051
H 0.224 -1.283 1.424

x:
14
Properties=species:S:1:pos:R:3 method="wB97M-V/def2-TZVPD" multiplicity=1 mol_weight_g_mol=121.16 gap_ev=11.048
C -1.077 0.652 -0.789
C 0.558 -1.119 -0.321
C 0.367 0.340 -0.552
N -2.016 -0.926 -1.043
O -3.628 0.604 0.176
O -1.767 -0.475 1.584
S -2.324 0.015 0.337
H -1.572 1.238 -1.616
H 1.094 -1.755 -1.028
H -0.369 -1.594 -0.018
H 1.264 -1.368 0.557
H 0.948 0.703 -1.406
H 0.549 0.978 0.337
H -2.722 -0.598 -1.584

y:
14
Properties=species:S:1:pos:R:3 method="wB97M-V/def2-TZVPD" multiplicity=1 mol_weight_g_mol=121.16 gap_ev=10.275
C 0.235 -2.005 0.485
C -2.847 -1.125 -0.520
C 1.064 2.875 -1.757
N -0.368 -1.404 -0.470
O -1.311 0.268 1.197
O 0.210 3.510 -1.275
S -1.376 -0.001 -0.220
H 0.749 -2.899 0.279
H 0.395 -1.596 1.541
H -3.598 -0.687 0.102
H -2.595 -2.002 -0.082
H -3.197 -1.399 -1.582
H 1.493 2.082 -1.227
H 1.569 3.162 -2.708

y (0.0065 hartree below the next structure)

w:
10
Properties=species:S:1:pos:R:3 method="wB97M-V/def2-TZVPD" multiplicity=1 mol_weight_g_mol=71.08 gap_ev=9.431
C 1.060 0.195 -0.139
C -1.340 0.244 0.061
H 1.940 -1.638 0.234
H 2.042 0.804 0.003
H -0.130 2.015 0.380
H -2.262 0.973 0.000
H -0.663 -1.398 -0.322
N 1.009 -1.053 0.014
N -0.018 0.907 -0.156
N -1.637 -1.050 -0.076

x:
10
Properties=species:S:1:pos:R:3 method="wB97M-V/def2-TZVPD" multiplicity=1 smiles=N#CC(N)N mol_weight_g_mol=71.08 gap_ev=10.963
C -1.918 -0.149 -0.160
C -0.519 -0.188 -0.417
N -3.007 -0.187 0.173
N 0.274 1.118 0.071
N 0.091 -1.315 0.095
H -0.376 -0.189 -1.540
H 0.463 1.633 -0.773
H -0.133 1.796 0.649
H 1.156 -1.080 -0.048
H -0.229 -1.521 1.006

y:
10
Properties=species:S:1:pos:R:3 method="wB97M-V/def2-TZVPD" multiplicity=1 mol_weight_g_mol=71.08 gap_ev=10.013
C -1.587 0.687 -0.395
C -1.114 -0.428 -0.022
N 1.525 0.955 0.005
N -0.383 -1.347 0.293
N 1.582 -0.234 -0.324
H -0.873 1.213 -0.845
H -2.372 1.085 0.173
H 1.652 1.146 1.077
H -0.518 -2.181 -0.321
H 2.088 -0.896 0.360

z:
10
Properties=species:S:1:pos:R:3 method="wB97M-V/def2-TZVPD" multiplicity=1 mol_weight_g_mol=71.08 gap_ev="7.775 / 7.771"
C -1.460 0.966 0.379
C 0.761 -0.737 -0.119
N -0.654 1.047 1.343
N 0.712 1.111 1.351
N 1.308 0.307 0.463
H -1.121 1.299 -0.656
H -2.544 0.845 0.448
H 1.468 -1.454 -0.377
H -0.302 -0.872 0.027
H 2.277 0.297 0.376

x (0.0561 hartree below the next structure)

w:
8
Properties=species:S:1:pos:R:3 method="wB97M-V/def2-TZVPD" multiplicity=1 mol_weight_g_mol=84.85 total_charge=-1 gap_ev=7.039
B -0.870 -0.060 0.053
C -0.391 1.304 -0.175
C 0.934 -0.773 0.085
O 1.185 -1.145 -1.001
O 0.355 2.217 -0.233
O 1.470 -0.904 1.169
H -1.460 -0.102 1.104
H -1.223 -0.536 -1.002

x:
8
Properties=species:S:1:pos:R:3 method="wB97M-V/def2-TZVPD" multiplicity=1 smiles="BOC([O-])=C=O" mol_weight_g_mol=84.85 total_charge=-1 gap_ev=5.749
B 1.257 -0.121 -0.465
C -1.154 0.796 0.493
C -0.984 -0.526 0.365
O -1.707 -1.557 0.104
O -1.373 1.960 0.609
O 0.526 -0.680 0.548
H 2.452 -0.130 -0.152
H 0.982 0.258 -1.501

w (0.0448 hartree below the next structure)

w:
12
Properties=species:S:1:pos:R:3 method="wB97M-V/def2-TZVPD" multiplicity=1 smiles="C[C@@H](C#N)C(=S)S" mol_weight_g_mol=131.23 gap_ev=8.468
C 0.216 -1.480 -0.543
C -1.248 0.217 -0.054
C 1.358 0.550 0.102
C 0.201 -0.051 -0.667
N 0.434 -2.602 -0.580
S -2.524 0.698 -0.915
S -1.305 0.141 1.756
H 1.496 0.042 1.022
H 1.431 1.670 0.291
H 2.254 0.308 -0.480
H 0.313 0.313 -1.774
H -2.624 0.195 1.842

x:
12
Properties=species:S:1:pos:R:3 method="wB97M-V/def2-TZVPD" multiplicity=1 mol_weight_g_mol=131.23 gap_ev="7.649 / 7.653"
C 0.855 -1.638 2.121
C 0.039 0.366 -1.199
C 2.072 -1.524 1.631
C -1.291 0.747 -0.812
N 1.139 0.017 -1.265
S -0.604 -2.126 2.577
S -1.772 -0.516 2.613
H 2.333 -1.786 0.580
H 2.820 -1.093 2.114
H -1.758 -0.138 -0.607
H -1.701 1.350 -1.566
H -1.256 1.380 0.154

y:
12
Properties=species:S:1:pos:R:3 method="wB97M-V/def2-TZVPD" multiplicity=1 smiles="[H]/N=C1/CC=C(S)S1" mol_weight_g_mol=131.23 gap_ev=8.954
C 1.167 -0.619 0.096
C -1.287 0.103 0.105
C 0.920 0.728 -0.406
C -0.594 1.147 -0.437
N 2.311 -1.126 0.260
S -0.414 -1.376 0.504
S -3.018 0.146 0.199
H 1.413 1.257 0.369
H 1.525 0.785 -1.371
H -1.031 2.121 -0.826
H 2.284 -2.117 0.728
H -3.278 -1.048 0.780

z:
12
Properties=species:S:1:pos:R:3 method="wB97M-V/def2-TZVPD" multiplicity=1 smiles="S=C1CC=CN1S" mol_weight_g_mol=131.22 gap_ev=8.804
C 1.323 1.289 0.055
C 1.262 1.462 -1.263
C 0.150 0.598 -1.850
C -0.416 -0.092 -0.646
H -0.236 -1.536 1.739
H 1.935 1.882 0.775
H 1.890 2.304 -1.715
H 0.543 -0.157 -2.535
H -0.591 1.055 -2.429
N 0.277 0.344 0.389
S 0.231 -0.190 2.065
S -1.443 -1.404 -0.585

y (0.0028 hartree below the next structure)

w:
8
Properties=species:S:1:pos:R:3 method="wB97M-V/def2-TZVPD" multiplicity=1 mol_weight_g_mol=110.09 gap_ev="7.906 / 9.723"
C -0.696 -0.606 1.274
O 0.143 -0.124 -2.185
O 1.077 2.345 -0.346
O -0.354 0.575 0.833
O 0.089 -1.491 1.399
S 0.969 0.944 -0.140
H -1.781 -0.655 1.396
H 0.554 -0.988 -2.231

x:
8
Properties=species:S:1:pos:R:3 method="wB97M-V/def2-TZVPD" multiplicity=1 mol_weight_g_mol=110.09 gap_ev=10.530
C -0.172 0.303 -0.043
O 1.615 1.599 1.741
O -0.490 2.293 2.703
O -0.591 1.444 0.222
O -0.264 -0.032 2.179
S 0.258 1.297 2.066
H -0.685 -0.499 -0.589
H 0.926 -0.097 0.076

x (0.0243 hartree below the next structure)

w:
7
Properties=species:S:1:pos:R:3 method="wB97M-V/def2-TZVPD" multiplicity=1 mol_weight_g_mol=173.94 gap_ev=8.688
C -0.148 -0.199 0.467
O -0.730 0.690 -0.335
O -1.437 -1.381 0.930
I -3.150 -0.712 1.509
H 0.563 -0.899 0.049
H 0.112 0.253 1.417
H -1.061 0.285 -1.155

x:
7
Properties=species:S:1:pos:R:3 method="wB97M-V/def2-TZVPD" multiplicity=1 smiles=OC(O)I mol_weight_g_mol=173.94 gap_ev=10.014
C -0.118 0.035 -0.308
O 0.327 -1.125 0.284
O 0.427 1.168 0.209
I -2.299 -0.017 -0.040
H 0.040 0.064 -1.391
H 1.256 -1.282 0.071
H 0.366 1.157 1.175

x (0.0746 hartree below the next structure)

w:
7
Properties=species:S:1:pos:R:3 method="wB97M-V/def2-TZVPD" multiplicity=1 mol_weight_g_mol=173.94 gap_ev=8.217
C 1.381 0.028 -0.267
O 0.777 -0.982 0.037
O -2.028 1.253 0.474
I -2.480 -0.444 0.035
H 0.887 0.904 -0.837
H 2.355 0.137 0.143
H -0.892 -0.897 0.415

x:
7
Properties=species:S:1:pos:R:3 method="wB97M-V/def2-TZVPD" multiplicity=1 smiles=OCOI mol_weight_g_mol=173.94 gap_ev=8.877
C -0.370 -0.310 0.056
O -0.903 0.966 -0.375
O 0.951 -0.994 -0.386
I 2.604 0.045 -0.140
H -1.128 -1.129 -0.369
H -0.728 1.810 0.136
H -0.427 -0.387 1.079

x (0.0890 hartree below the next structure)

w:
20
Properties=species:S:1:pos:R:3 method="wB97M-V/def2-TZVPD" multiplicity=1 smiles=CCC.CSC mol_weight_g_mol=106.23 gap_ev=9.488
C -0.572 -2.470 2.137
S -0.320 -1.034 1.086
C 0.008 -1.857 -0.485
H -1.395 -3.100 1.804
H 0.338 -3.052 2.261
H -0.886 -2.097 3.117
H 0.920 -1.462 -0.938
H -0.774 -1.686 -1.221
H 0.168 -2.923 -0.341
C 1.448 1.842 -0.553
C 0.074 1.606 -1.168
C -0.364 2.866 -1.947
H 1.753 1.048 0.137
H 2.225 1.835 -1.324
H 1.524 2.782 -0.012
H 0.132 0.787 -1.886
H -0.635 1.360 -0.382
H -1.150 2.630 -2.666
H 0.508 3.234 -2.497
H -0.689 3.646 -1.261

x:
20
Properties=species:S:1:pos:R:3 method="wB97M-V/def2-TZVPD" multiplicity=1 smiles=CCC.CSC mol_weight_g_mol=106.23 gap_ev=9.439
C -0.980 -1.207 -0.669
C -3.673 -1.140 0.477
S -2.234 -0.077 -0.274
H -1.417 -2.155 -0.844
H -0.439 -1.181 -1.641
H -0.189 -1.002 0.081
H -4.351 -1.778 -0.156
H -4.133 -0.554 1.254
H -3.069 -1.843 1.089
C 1.985 0.385 0.066
C 2.075 1.282 -1.199
C 1.524 1.132 1.329
H 1.345 -0.471 -0.092
H 2.981 -0.069 0.229
H 2.905 0.911 -1.767
H 2.251 2.401 -1.202
H 0.547 1.636 1.317
H 1.534 0.524 2.197
H 1.198 1.261 -1.848
H 2.139 1.944 1.650

w (0.0544 hartree below the next structure)

w:
42
Properties=species:S:1:pos:R:3 method="wB97M-V/def2-TZVPD" multiplicity=1 mol_weight_g_mol=252.21 gap_ev=10.194
H -0.727 -0.889 0.155
H 0.683 -0.458 -0.212
H -0.496 -2.849 -5.176
H 0.198 -2.596 -3.848
H 0.743 -2.903 1.319
H 0.065 -4.003 0.519
H 3.316 2.912 -0.100
H 2.823 1.894 -1.114
H -4.216 -3.160 1.799
H -4.953 -2.248 2.766
H -0.624 5.166 -2.155
H -0.700 3.874 -1.359
H -2.879 -3.378 -1.113
H -3.979 -3.164 -2.140
H -2.788 0.405 0.893
H -3.771 1.563 0.824
H 2.739 0.256 -0.839
H 3.022 -0.608 0.379
H 1.141 3.457 1.034
H 1.082 2.043 1.589
H 3.578 -1.146 2.480
H 4.248 -2.509 2.540
H -2.302 3.324 0.745
H -2.554 4.251 -0.433
H 3.406 -0.590 -3.716
H 2.726 0.634 -3.124
H -0.280 0.504 5.014
H 0.354 -0.525 4.092
O -0.122 -0.141 0.212
O 0.166 -2.286 -4.760
O 0.683 -3.269 0.430
O 3.290 2.734 -1.047
O -5.089 -2.998 2.175
O -1.133 4.351 -2.076
O -3.195 -2.745 -1.767
O -3.195 1.090 1.436
O 2.827 0.300 0.120
O 1.590 2.605 0.994
O 3.468 -2.061 2.196
O -1.906 3.632 -0.078
O 2.556 -0.139 -3.675
O 0.205 -0.329 5.024

x:
42
Properties=species:S:1:pos:R:3 method="wB97M-V/def2-TZVPD" multiplicity=1 mol_weight_g_mol=252.21 gap_ev=7.366
H 0.455 -1.143 -0.591
H -0.638 -0.129 -0.812
H -1.032 4.452 -1.729
H -2.066 3.839 -0.820
H -2.938 2.114 0.829
H -1.759 2.558 0.185
H 3.616 -2.615 0.226
H 2.978 -3.272 -0.825
H -0.594 -3.198 0.457
H -1.179 -4.485 0.168
H 1.831 0.851 -0.605
H 1.720 -0.261 -1.543
H -4.337 -2.532 0.218
H -3.664 -3.759 -0.379
H -0.370 3.635 -0.347
H 0.334 2.743 -1.322
H 2.412 1.832 1.409
H 2.845 0.804 2.527
H 0.863 2.056 0.838
H 0.863 3.195 1.888
H -1.764 1.404 2.516
H -0.983 0.453 3.203
H 0.964 -3.529 2.299
H 0.532 -2.724 3.386
H 3.151 -0.709 -3.755
H 4.238 -1.663 -3.533
H -3.566 -0.041 -2.256
H -2.157 -0.141 -1.792
O -0.400 -0.833 -0.182
O -1.700 4.722 -0.995
O -2.682 2.808 0.343
O 3.371 -3.477 0.032
O -0.277 -4.139 0.177
O 2.122 0.550 -1.464
O -4.527 -3.402 -0.077
O 0.390 3.645 -1.035
O 2.128 1.343 2.138
O 0.824 2.213 1.774
O -1.389 1.302 3.370
O 1.301 -2.842 2.921
O 3.703 -1.365 -4.212
O -2.619 -0.260 -2.627

w (0.2771 hartree below the next structure)